Run one
Computed, not measured: 12 unconnected molecules or ions with the total composition C28H81NO24, with ωB97M-V/def2-TZVPD.

Computed properties:
- frontier orbital gap (eV) = 9.19
- lowest unoccupied orbital energy (eV) = 0.15

The geometry in ORCA input format:
```
! wB97M-V def2-TZVPD RIJCOSX def2/J DEFGRID3
* xyz 0 1
C -0.55 -4.65 3.00
O -1.14 -3.45 3.30
C -0.27 -2.47 3.72
C 0.47 -2.75 5.01
N -0.53 -2.92 6.11
C 0.07 -3.15 7.40
C 0.83 -4.44 7.64
O 0.23 -5.65 7.22
C 1.08 -6.75 7.21
H 0.03 -4.68 2.07
H -1.23 -5.45 2.71
H 0.07 -5.05 3.80
H -0.68 -1.47 3.90
H 0.46 -2.28 2.93
H 0.95 -1.80 5.24
H 1.21 -3.53 4.84
H -1.00 -3.80 5.95
H -0.73 -2.98 8.13
H 0.74 -2.33 7.67
H 1.03 -4.43 8.72
H 1.80 -4.24 7.18
H 1.49 -7.02 8.18
H 1.91 -6.59 6.52
H 0.64 -7.67 6.80
O -2.26 -1.10 1.68
C -3.63 -1.34 1.49
C -3.94 -2.86 1.40
O -3.81 -3.49 2.62
H -1.90 -1.70 2.34
H -4.15 -0.87 2.33
H -3.94 -0.82 0.59
H -3.36 -3.31 0.59
H -4.99 -2.99 1.15
H -2.96 -3.46 3.05
O -4.38 2.40 -4.94
C -4.65 1.20 -4.27
C -3.88 1.15 -2.98
O -4.39 1.85 -1.87
H -4.56 2.33 -5.89
H -5.71 0.99 -4.13
H -4.35 0.31 -4.83
H -2.86 1.53 -3.07
H -3.73 0.10 -2.74
H -5.17 1.34 -1.64
O 0.53 -0.26 1.00
C 0.73 0.28 -0.31
C -0.60 1.02 -0.74
O -0.80 2.19 0.01
H -0.42 -0.24 1.16
H 1.56 0.99 -0.30
H 1.04 -0.44 -1.06
H -1.47 0.37 -0.69
H -0.52 1.32 -1.79
H -1.51 2.70 -0.38
O 1.43 -2.86 0.05
C 0.74 -3.07 -1.19
C -0.60 -3.55 -0.82
O -1.36 -4.03 -1.96
H 1.22 -2.01 0.46
H 0.78 -2.21 -1.86
H 1.27 -3.84 -1.74
H -1.19 -2.78 -0.33
H -0.49 -4.40 -0.15
H -1.90 -4.76 -1.62
O -0.19 1.18 -6.29
C -1.08 2.21 -6.24
C -0.93 2.90 -4.83
O 0.37 3.50 -4.59
H 0.68 1.56 -6.43
H -0.96 2.89 -7.09
H -2.10 1.85 -6.33
H -1.07 2.17 -4.04
H -1.64 3.71 -4.65
H 0.36 4.45 -4.72
O 1.38 5.85 1.93
C 0.67 5.11 1.00
C 1.37 5.11 -0.33
O 2.70 4.61 -0.23
H 0.76 6.17 2.59
H 0.65 4.05 1.25
H -0.35 5.47 0.83
H 1.45 6.14 -0.65
H 0.82 4.61 -1.13
H 3.02 5.00 0.58
O 2.15 1.57 -3.57
C 2.72 2.39 -2.60
C 4.07 1.75 -2.13
O 5.10 2.13 -2.93
H 1.52 2.14 -4.01
H 2.89 3.40 -2.96
H 2.07 2.54 -1.75
H 3.92 0.67 -2.13
H 4.15 2.06 -1.09
H 5.11 1.72 -3.79
O 4.51 2.54 3.34
C 3.11 2.90 3.21
C 2.46 1.85 2.32
O 2.04 0.71 3.01
H 4.98 3.37 3.46
H 2.65 3.02 4.19
H 3.17 3.89 2.75
H 3.13 1.61 1.50
H 1.53 2.23 1.90
H 1.33 0.33 2.48
O 4.05 -2.05 -0.33
C 4.80 -2.42 0.78
C 4.72 -1.43 1.94
O 3.45 -1.51 2.61
H 3.14 -2.25 -0.10
H 4.60 -3.42 1.16
H 5.85 -2.55 0.50
H 4.79 -0.43 1.53
H 5.53 -1.73 2.61
H 3.16 -0.61 2.78
O -4.10 4.89 -3.70
C -3.15 5.68 -2.90
C -3.15 5.12 -1.53
O -2.51 3.87 -1.46
H -3.92 3.94 -3.69
H -2.15 5.64 -3.31
H -3.38 6.73 -2.76
H -4.09 5.17 -0.99
H -2.55 5.88 -1.03
H -3.17 3.22 -1.72
O -1.79 -0.53 -4.81
C -0.86 -1.35 -4.19
C -0.29 -2.54 -5.02
O -0.93 -3.73 -4.75
H -1.26 -0.01 -5.41
H -0.03 -0.67 -3.97
H -1.32 -1.66 -3.26
H 0.77 -2.61 -4.80
H -0.38 -2.30 -6.08
H -1.00 -3.83 -3.80
*
```



Run two
Computed, not measured: 12 unconnected molecules or ions with the total composition C28H81NO24, with ωB97M-V/def2-TZVPD.

Computed properties:
- frontier orbital gap (eV) = 9.83
- lowest unoccupied orbital energy (eV) = 0.42

The geometry in ORCA input format:
```
! wB97M-V def2-TZVPD RIJCOSX def2/J DEFGRID3
* xyz 0 1
C 7.57 0.50 -1.36
O 6.53 1.48 -1.43
C 6.48 2.35 -2.51
C 5.70 1.55 -3.66
N 4.30 1.26 -3.17
C 3.80 0.32 -4.25
C 2.25 0.11 -4.02
O 1.99 -0.37 -2.62
C 2.32 -1.73 -2.42
H 8.52 1.02 -1.36
H 7.55 -0.25 -2.15
H 7.44 -0.10 -0.46
H 7.39 2.65 -3.03
H 5.84 3.18 -2.21
H 6.31 0.68 -3.88
H 5.77 2.24 -4.50
H 4.42 0.74 -2.31
H 4.41 -0.59 -4.16
H 3.96 0.59 -5.29
H 2.02 -0.58 -4.83
H 1.74 1.04 -4.24
H 3.39 -1.90 -2.51
H 1.95 -2.27 -3.29
H 2.10 -2.30 -1.52
O 0.10 3.27 3.14
C 0.54 3.76 4.36
C 1.51 4.93 4.29
O 2.07 4.83 5.59
H -0.23 2.38 3.25
H -0.33 4.02 4.95
H 1.10 2.86 4.62
H 0.91 5.79 4.00
H 2.32 4.81 3.57
H 2.90 5.33 5.65
O 4.68 -1.90 -0.21
C 4.16 -1.92 1.14
C 3.89 -0.45 1.77
O 5.00 0.41 1.77
H 5.35 -1.22 -0.26
H 3.43 -2.70 1.36
H 5.00 -2.21 1.77
H 3.45 -0.54 2.77
H 3.12 0.02 1.16
H 4.77 1.31 1.53
O -1.92 0.22 1.44
C -1.76 -0.67 0.39
C -0.30 -1.25 0.02
O 0.66 -0.20 -0.12
H -1.07 0.62 1.65
H -2.49 -1.48 0.45
H -2.03 -0.19 -0.56
H -0.42 -1.89 -0.86
H 0.00 -1.91 0.83
H 0.99 -0.05 -1.01
O -0.84 0.77 3.76
C -0.07 0.01 4.64
C -0.55 -0.47 6.01
O 0.46 -1.13 6.79
H -1.47 0.15 3.39
H 0.33 -0.84 4.08
H 0.84 0.60 4.74
H -1.16 -1.29 5.63
H -0.99 0.32 6.61
H 1.14 -0.46 6.94
O -6.00 -2.65 2.98
C -5.05 -1.77 2.51
C -5.04 -0.43 3.37
O -4.23 -0.61 4.54
H -5.67 -3.30 3.61
H -4.01 -2.09 2.42
H -5.44 -1.57 1.52
H -6.02 -0.16 3.77
H -4.47 0.33 2.84
H -4.42 -1.43 5.00
O -3.96 1.55 -1.98
C -5.39 1.79 -1.70
C -6.03 2.48 -2.95
O -7.42 2.58 -2.87
H -3.39 2.27 -1.73
H -5.87 0.90 -1.30
H -5.32 2.52 -0.89
H -5.84 2.00 -3.91
H -5.54 3.44 -3.12
H -7.64 2.92 -3.74
O 3.03 4.07 -2.53
C 2.40 4.04 -1.22
C 2.79 2.90 -0.27
O 4.16 2.69 0.02
H 2.98 3.18 -2.89
H 2.48 5.04 -0.79
H 1.39 3.77 -1.54
H 2.25 1.96 -0.40
H 2.17 3.14 0.60
H 4.68 2.26 -0.66
O -0.75 -4.84 0.70
C 0.46 -5.69 0.73
C 1.11 -5.29 2.05
O 2.40 -5.84 2.01
H -1.48 -5.37 0.36
H 0.31 -6.75 0.57
H 1.02 -5.27 -0.11
H 0.71 -5.67 2.99
H 1.01 -4.23 2.25
H 3.07 -5.44 2.58
O -0.81 -1.40 -4.54
C -1.73 -0.40 -4.96
C -3.19 -0.85 -4.74
O -3.56 -1.22 -3.37
H -0.96 -1.64 -3.63
H -1.44 0.40 -4.28
H -1.60 -0.31 -6.03
H -3.48 -1.70 -5.37
H -3.82 -0.05 -5.12
H -3.48 -0.42 -2.85
O -4.02 4.73 1.54
C -3.18 3.58 1.28
C -2.20 3.68 0.08
O -2.88 4.17 -1.12
H -4.55 4.80 2.34
H -2.76 3.37 2.27
H -3.86 2.74 1.12
H -1.63 2.77 -0.11
H -1.48 4.41 0.44
H -3.29 4.97 -0.77
O -4.33 -3.89 -2.08
C -3.08 -4.58 -1.92
C -3.35 -5.87 -1.12
O -2.22 -6.53 -0.64
H -4.16 -3.16 -2.68
H -2.64 -4.93 -2.86
H -2.46 -3.91 -1.32
H -4.03 -6.45 -1.74
H -3.78 -5.58 -0.16
H -2.36 -7.44 -0.37
*
```



Quick one: least stable of them? run two



Run one
Computed, not measured: a molecular structure, C5H4O, with ωB97M-V/def2-TZVPD.

Computed properties:
- frontier orbital gap (eV) = 10.00
- lowest unoccupied orbital energy (eV) = -0.11

The geometry in ORCA input format:
```
! wB97M-V def2-TZVPD RIJCOSX def2/J DEFGRID3
* xyz 0 1
C 1.97 -1.43 0.17
C -2.50 -0.40 0.10
C 1.37 -0.46 -0.20
C -1.33 -0.21 -0.05
C 0.49 0.58 -0.50
O 0.56 1.74 0.33
H 2.72 -2.17 0.39
H -3.58 -0.11 0.18
H 0.35 0.87 -1.56
H -0.05 1.59 1.15
*
```



Run two
Computed, not measured: a molecular structure, C5H4O, with ωB97M-V/def2-TZVPD.

Computed properties:
- frontier orbital gap (eV) = 8.22
- lowest unoccupied orbital energy (eV) = -1.11

The geometry in ORCA input format:
```
! wB97M-V def2-TZVPD RIJCOSX def2/J DEFGRID3
* xyz 0 1
C -0.92 -0.53 -0.01
C -1.50 -1.69 0.08
C 0.55 -0.11 0.06
C 1.66 -0.74 -0.02
C -1.09 0.94 -0.05
O 0.29 1.28 0.13
H 2.57 -0.13 0.10
H 1.55 -1.84 0.06
H -1.40 1.35 -1.11
H -1.70 1.47 0.76
*
```



Quick one: least stable of them? run one



Run one
Computed, not measured: 3 unconnected molecules or ions with the total composition C4H16NO3, with ωB97M-V/def2-TZVPD.

Computed properties:
- frontier orbital gap (eV) = 11.52
- lowest unoccupied orbital energy (eV) = -2.67

The geometry in ORCA input format:
```
! wB97M-V def2-TZVPD RIJCOSX def2/J DEFGRID3
* xyz 1 1
O -1.47 -0.10 -2.18
C -1.44 -1.06 -1.21
C -0.18 -0.68 -0.27
N -0.36 0.80 0.27
C 1.02 1.15 0.82
C -0.05 -1.69 0.97
H -1.33 -0.44 -3.10
H -1.50 -2.14 -1.51
H -2.45 -0.99 -0.77
H 0.76 -0.89 -0.72
H -0.55 1.36 -0.47
H -1.07 0.83 1.04
H 1.47 2.09 0.56
H 1.97 0.45 0.61
H 0.82 1.27 1.88
H 0.52 -2.53 0.63
H 0.53 -1.21 1.83
H -1.06 -1.92 1.34
H -2.49 -1.12 2.13
H -2.85 0.18 2.76
O -2.38 -0.21 1.96
H 4.22 2.04 -1.55
H 5.31 1.34 -0.68
O 4.37 1.52 -0.75
*
```



Run two
Computed, not measured: 4 unconnected molecules or ions with the total composition C4H16NO3, with ωB97M-V/def2-TZVPD.

Computed properties:
- frontier orbital gap (eV) = 4.40
- lowest unoccupied orbital energy (eV) = -10.37

The geometry in ORCA input format:
```
! wB97M-V def2-TZVPD RIJCOSX def2/J DEFGRID3
* xyz 1 1
C -1.04 -1.07 1.28
C -0.25 0.12 1.81
C 0.54 0.81 0.73
C 1.26 2.14 1.12
O -0.92 -0.67 -2.20
N -2.05 -0.61 0.33
H -0.28 -1.65 0.72
H -1.54 -1.67 2.07
H 0.26 -0.15 2.77
H -0.91 0.97 2.05
H 1.37 0.18 0.34
H -0.26 0.89 0.02
H 1.73 2.68 0.30
H 1.93 1.99 1.97
H 0.57 2.84 1.49
H -1.77 -0.55 -0.65
H -2.87 -1.30 0.44
H 0.28 0.70 -2.02
H 0.24 -2.04 -1.88
H 1.32 -3.23 -1.45
O 0.95 -2.35 -1.24
H -1.15 -0.27 -3.05
H 1.56 0.88 -2.82
O 1.04 1.35 -2.15
*
```



Quick one: least stable of them? run two



Run one
Computed, not measured: a molecular structure, C2H3IN2O, with ωB97M-V/def2-TZVPD.

Computed properties:
- frontier orbital gap (spin up / spin down) (eV) = 7.68 / 7.53
- lowest unoccupied orbital energy (spin up / spin down) (eV) = -1.92 / -2.05

The geometry in ORCA input format:
```
! wB97M-V def2-TZVPD RIJCOSX def2/J DEFGRID3
* xyz 0 1
C 0.05 0.08 -0.08
C 0.66 1.00 0.90
N -0.35 0.01 -1.31
N -0.25 -1.34 -1.28
O 0.09 -1.23 0.11
I -2.41 -2.51 -1.75
H 1.72 1.39 0.78
H 0.17 1.97 0.76
H 0.32 0.64 1.87
*
```



Run two
Computed, not measured: 3 unconnected molecules or ions with the total composition C2H3IN2O, with ωB97M-V/def2-TZVPD.

Computed properties:
- frontier orbital gap (eV) = 10.90
- lowest unoccupied orbital energy (eV) = 0.70

The geometry in ORCA input format:
```
! wB97M-V def2-TZVPD RIJCOSX def2/J DEFGRID3
* xyz 0 1
N 0.65 0.31 0.68
N -0.40 0.10 0.98
O -1.48 -0.11 1.29
C -0.78 0.76 -2.39
C -0.05 1.37 -1.66
H -1.44 0.21 -2.99
H 0.61 1.95 -1.09
I 0.95 -2.66 3.08
H 1.94 -1.93 2.11
*
```



Quick one: least stable of them? run one